# C3H8O2S

2 unconnected molecules or ions with the total composition C3H8O2S in a non-equilibrium geometry (wB97M-V/def2-TZVPD, the OMol25 dataset).

```
14
Properties=species:S:1:pos:R:3:forces:R:3:nbo_charge:R:1
C -0.0672 -0.2679 0.0218 2.368 0.684 1.436 -0.09
O 0.2834 0.9056 -0.8707 -0.914 -1.615 -0.037 -0.77
C 1.1113 -0.2855 1.2298 -0.833 0.058 -4.191 -0.40
C 0.9226 -1.2241 2.3863 1.431 0.201 0.332 -0.55
S -0.6387 -0.9927 3.2386 -0.258 -0.234 0.376 -0.71
H -0.0175 -1.2275 -0.5629 -0.373 0.940 0.636 0.15
H -0.9172 -0.1116 0.6976 -0.571 -0.040 -1.142 0.22
H 1.9814 -0.5334 0.5565 -0.067 0.370 1.145 0.17
H 1.1346 0.7530 1.5634 0.170 -0.040 -0.033 0.20
H 1.1917 -2.2446 2.1011 -0.637 -0.331 -0.314 0.16
H 1.8221 -0.9946 3.0142 -0.653 0.064 0.167 0.16
H -0.1005 0.7983 -1.7860 0.369 -0.088 1.740 0.47
H -3.6796 2.3545 -5.7701 0.191 0.197 0.009 0.38
O -3.0264 3.0705 -5.8196 -0.222 -0.165 -0.124 -1.38
```
Forces are in eV/Å.

Summary:
Total charge: -2
M, u: 108.16
ΔE to the lowest compared entry with this formula, charge and spin, kcal per mole: 27.1
HOMO-LUMO gap, Ha: 0.2197

=====

# C35H49F6N4O25RbS4

A molecular structure, C35H49F6N4O25RbS4 in a non-equilibrium geometry (wB97M-V/def2-TZVPD, the OMol25 dataset).

```
124
Properties=species:S:1:pos:R:3:forces:R:3:mulliken_charge:R:1
Rb 9.1444 39.4424 8.3363 -0.150 -0.300 -0.113 0.98
C 9.0271 34.5472 9.9083 -0.773 -0.726 -1.505 0.55
F 10.0587 35.0251 9.1554 -0.621 0.315 1.428 -0.21
F 9.4632 33.5011 10.6233 -0.340 1.120 -0.346 -0.19
F 8.4530 35.4663 10.7205 1.219 -0.448 -0.683 -0.20
S 7.7416 33.9205 8.6259 -1.867 -2.149 -0.396 1.04
O 8.3812 32.7482 7.9885 -0.452 2.293 1.783 -0.61
O 6.4678 33.7193 9.3505 2.818 0.592 -0.452 -0.60
N 7.5720 35.1749 7.5046 1.172 -0.791 3.047 -0.42
S 6.7638 34.5131 6.3689 -1.466 -1.242 -5.549 1.00
O 7.5239 34.4360 5.0860 -1.443 1.027 2.389 -0.67
O 6.0382 33.2809 6.6626 0.261 1.731 -0.003 -0.58
C 5.3029 35.8763 6.0330 1.046 -2.112 1.736 0.58
F 5.7358 37.0967 5.8438 0.719 1.273 0.104 -0.23
F 4.6647 35.5303 4.9364 -0.732 -0.366 0.163 -0.21
F 4.4829 35.9112 7.1538 0.587 -0.175 -1.627 -0.24
C 3.9460 39.2146 11.8388 1.125 -0.261 -0.848 -0.63
O 3.4708 40.5616 11.8685 0.960 0.401 -0.008 -0.26
C 4.3260 41.5696 11.6239 1.975 1.153 -0.156 0.77
O 5.5913 41.5305 11.3979 -5.793 0.377 0.827 -0.62
O 3.4541 42.6896 11.7269 2.304 -1.992 -0.711 -0.27
C 3.8721 43.9841 11.3048 0.164 0.546 0.228 -0.60
H 4.0768 38.7653 12.8232 -0.480 0.313 0.080 0.26
H 4.9289 39.1973 11.3678 0.064 0.063 0.027 0.30
H 3.2983 38.6318 11.1838 -0.255 0.106 0.392 0.26
H 4.4987 44.4712 12.0519 -0.044 -0.124 0.181 0.28
H 2.9406 44.5410 11.2045 0.117 -0.003 0.036 0.25
H 4.4143 44.0566 10.3620 -0.076 -0.638 -0.110 0.26
C 16.0577 37.1881 7.8313 -2.348 1.369 1.168 -0.66
O 15.6085 36.4172 6.7373 0.996 -1.031 -1.082 -0.29
C 14.4552 36.6481 6.1216 -2.870 3.451 1.832 0.83
O 13.5720 37.4668 6.5542 2.795 -2.826 -1.560 -0.65
O 14.4036 35.9467 5.0148 1.000 0.042 -0.815 -0.31
C 13.2334 35.8329 4.1861 -1.145 -0.765 1.234 -0.59
H 15.2145 37.2300 8.5208 0.069 -0.407 0.551 0.30
H 16.0889 38.2541 7.6056 0.776 -0.047 -0.615 0.30
H 16.9306 36.8249 8.3737 -0.032 -0.376 -0.887 0.25
H 12.5202 35.3982 4.8865 -0.583 0.066 -0.455 0.31
H 13.4020 35.0992 3.3978 0.578 0.138 0.264 0.24
H 12.7899 36.7195 3.7327 0.655 0.420 0.415 0.27
C 4.0036 42.7436 4.3162 0.565 -0.703 0.309 -0.57
O 4.7076 43.8600 4.7956 1.458 2.432 1.789 -0.31
C 5.7307 43.7696 5.7120 0.513 -1.616 -0.716 0.78
O 6.2209 42.7301 6.1247 -0.828 0.946 -0.216 -0.57
O 6.1977 44.9862 5.9765 -0.499 1.631 0.236 -0.30
C 7.3040 45.3239 6.8619 1.041 -1.790 -0.213 -0.68
H 4.6727 42.2940 3.5826 -0.406 -0.673 0.071 0.27
H 3.0853 43.0774 3.8331 0.227 0.254 0.118 0.21
H 3.7572 42.1171 5.1734 0.048 -0.463 -0.371 0.29
H 7.4619 44.5901 7.6522 -0.630 -0.142 0.064 0.29
H 7.3314 46.3112 7.3231 -1.260 0.064 -0.498 0.28
H 8.2453 45.2630 6.3156 -0.158 0.012 -0.515 0.30
C -0.6455 30.6119 10.1034 0.399 0.171 -0.790 -0.30
C -0.8103 29.5581 10.9596 -0.778 -0.280 0.121 -0.40
C 0.2541 29.0004 11.5689 2.903 -0.719 1.334 -0.22
C 1.5946 29.3561 11.2373 -1.651 0.711 -1.557 0.10
C 1.7775 30.2652 10.1596 -0.984 0.936 1.012 -0.49
C 0.6356 30.9756 9.6659 -0.356 -1.021 1.001 -0.51
N 2.7326 28.7000 11.9156 -0.688 -1.258 1.117 0.92
O 3.8260 28.7639 11.4001 -0.293 0.236 0.172 -0.55
O 2.4727 28.0521 12.9566 0.427 1.304 -1.724 -0.58
H -1.5674 31.0813 9.7934 0.245 0.414 -0.491 0.34
H -1.7773 29.1315 11.1818 -0.233 0.372 0.131 0.36
H 0.1021 28.3318 12.4034 0.109 -0.354 -0.168 0.39
H 2.7475 30.6312 9.8567 0.210 -0.405 -0.018 0.54
H 0.6553 31.8171 8.9893 0.721 -0.112 -0.154 0.40
C 6.0251 37.9620 18.5992 0.407 -0.240 -0.130 -0.27
C 6.9533 37.1711 19.2817 -1.709 0.257 0.046 -0.39
C 8.1570 36.8823 18.7486 1.959 -0.371 -1.775 -0.35
C 8.5240 37.4350 17.4794 -1.133 0.969 0.341 0.20
C 7.6737 38.3906 16.8758 -0.777 -1.204 0.283 -0.42
C 6.3415 38.5730 17.3967 1.395 -0.468 0.692 -0.44
N 9.8009 36.9894 16.7782 0.164 0.843 0.687 0.88
O 10.3040 35.9830 17.2769 -0.225 1.283 -1.293 -0.54
O 10.2599 37.6911 15.8501 -1.033 -1.738 1.814 -0.56
H 5.0420 38.0032 19.0445 -0.180 0.358 -0.227 0.35
H 6.5622 36.6860 20.1638 0.515 -0.058 0.294 0.33
H 8.8127 36.1772 19.2378 0.136 0.012 -0.102 0.40
H 7.9815 38.8356 15.9411 -0.025 0.054 -0.034 0.43
H 5.5297 39.1394 16.9646 0.503 0.312 -0.610 0.37
C 14.2337 29.7857 8.7150 0.749 -0.127 -0.184 -0.38
C 15.1440 28.8183 9.1502 0.449 1.016 0.057 -0.44
C 16.4452 28.7897 8.6316 -0.068 -0.589 0.437 -0.31
C 16.8675 29.6821 7.6485 -0.619 -1.105 1.001 0.17
C 16.0004 30.6903 7.3210 -0.541 0.087 -1.813 -0.25
C 14.6764 30.6835 7.7560 0.475 0.683 0.610 -0.49
N 18.2151 29.5563 7.0494 1.855 1.470 1.608 0.87
O 18.4229 30.1069 5.9929 -0.686 -0.305 -0.576 -0.55
O 19.1445 29.1313 7.7545 -1.656 -0.388 -0.562 -0.54
H 13.2632 29.8955 9.1760 -0.121 -0.161 -0.142 0.39
H 14.9008 28.2454 10.0328 0.016 -0.438 -0.213 0.34
H 17.1352 28.0825 9.0677 0.173 -0.109 -0.245 0.38
H 16.2579 31.4073 6.5555 0.280 0.127 0.063 0.39
H 14.0824 31.5292 7.4424 -0.325 -0.148 -0.047 0.40
O 1.8443 22.9984 7.4252 -0.384 0.223 -1.753 -0.58
S 1.4784 22.9755 6.0175 -0.396 1.437 0.028 1.10
O 0.2351 22.3347 5.5986 1.951 1.380 0.485 -0.58
O 1.4538 24.5756 5.3649 -3.126 -4.175 0.893 -0.33
C 2.4850 25.4618 5.4538 1.881 0.343 0.518 -0.07
C 1.9004 26.8174 5.2929 -0.644 1.261 -0.347 -1.29
C 2.8215 22.3622 5.0061 -1.066 0.469 0.370 -0.88
H 3.1770 25.2105 4.6499 0.472 0.333 -0.075 0.29
H 3.0118 25.3790 6.4044 0.072 -0.054 0.194 0.33
H 2.5585 27.6186 5.6291 0.171 -0.109 -0.159 0.38
H 0.9665 26.9306 5.8434 0.120 -0.260 0.345 0.33
H 1.6009 27.0004 4.2610 0.249 0.038 -0.128 0.30
H 2.5481 22.7879 4.0406 0.203 -0.527 -0.207 0.31
H 2.6803 21.2847 5.0895 0.596 0.042 -0.307 0.39
H 3.7673 22.7883 5.3411 -0.099 -0.387 0.154 0.31
O 1.1065 33.4684 1.1632 -2.341 -0.335 0.841 -0.60
S -0.2710 33.1106 1.5132 -1.283 -0.689 0.400 1.14
O -0.6755 32.5927 2.8330 1.343 1.190 -2.030 -0.58
O -1.3409 34.3500 1.1304 1.103 -3.209 0.026 -0.27
C -1.1651 35.6067 1.6957 0.502 1.562 1.002 -0.45
C -1.5683 35.7329 3.2281 0.960 0.043 -2.196 -0.94
C -0.9845 31.9409 0.2995 0.716 0.816 -0.228 -0.90
H -1.7687 36.1859 0.9969 -0.248 0.560 0.595 0.29
H -0.1371 35.9162 1.5071 0.201 0.164 0.278 0.37
H -2.5693 35.3024 3.2526 0.146 0.128 0.835 0.26
H -1.4824 36.7761 3.5323 -0.658 0.162 -0.265 0.38
H -0.7965 35.2735 3.8457 -0.459 -0.700 -0.049 0.29
H -2.0684 31.9467 0.4138 0.237 -0.076 0.178 0.30
H -0.5339 30.9530 0.3948 -0.094 0.145 0.551 0.36
H -0.7036 32.2878 -0.6949 -0.133 0.235 0.058 0.32
```
Forces are in eV/Å.

Summary:
Total charge: 0
M, u: 1253.50
ΔE to the lowest compared entry with this formula, charge and spin, kcal per mole: 163.8
HOMO-LUMO gap, Ha: 0.2532

=====

# C4H2CoO6

A molecular structure, C4H2CoO6 in a non-equilibrium geometry (wB97M-V/def2-TZVPD, the OMol25 dataset).

```
13
Properties=species:S:1:pos:R:3:forces:R:3:nbo_charge:R:1
O -2.2761 1.8670 -1.1389 -0.113 -0.350 -0.150 -0.67
C -1.2526 1.5256 -0.5027 0.499 -3.450 1.215 0.97
O -0.4708 2.3777 -0.0215 0.471 0.531 0.151 -0.72
Co -1.7718 3.6493 -0.6888 -0.249 1.326 -0.196 1.63
O -1.0559 0.1675 -0.2298 -0.329 1.503 -1.305 -0.46
H 0.2831 0.3965 1.3065 0.315 -0.150 -0.277 0.25
O 2.9122 -1.6936 -0.1818 3.593 -0.690 -1.005 0.07
O 0.8250 -2.3436 -0.2277 2.124 -1.184 -1.197 -0.37
O 1.2726 -0.2152 -0.4684 1.688 0.073 -0.993 -0.40
C 0.0870 -0.2618 0.4504 -0.312 -0.134 0.328 0.28
C 0.0578 -1.7276 0.7265 -0.880 1.042 0.416 0.15
C 1.7917 -1.4396 -0.5470 -6.806 1.531 3.412 0.99
H -0.4023 -2.3023 1.5231 -0.001 -0.047 -0.398 0.27
```
Forces are in eV/Å.

Summary:
Total charge: +2
M, u: 204.99
Multiplicity: 6
HOMO-LUMO gap (alpha / beta), Ha: 0.2745 / 0.2656
<S²>: 8.765

=====

# C3H5N2O3PS

C3H5N2O3PS in the gas phase in a non-equilibrium geometry (wB97M-V/def2-TZVPD, the OMol25 dataset).

```
15
Properties=species:S:1:pos:R:3:forces:R:3:nbo_charge:R:1
C 1.7293 0.2070 0.9897 0.857 1.024 0.172 -0.38
C 2.7634 -0.0449 0.0707 -0.055 0.279 1.347 -0.03
C 0.5762 0.0719 0.2216 -0.371 -0.274 -1.306 0.41
N 0.8361 -0.3360 -1.0480 -0.776 1.114 1.354 -0.30
N 2.1710 -0.3601 -1.0821 0.235 -0.060 0.726 -0.31
O -2.9659 0.0610 1.2563 0.636 -0.679 0.579 -0.98
O -2.6237 1.1079 -0.8233 -1.482 0.265 -2.748 -0.99
O -0.7035 0.4264 0.6848 0.689 -1.525 -1.967 -0.76
P -2.0742 -0.1472 -0.0717 -0.641 -1.034 1.556 2.00
S -2.2975 -1.8993 -0.9305 0.665 1.579 0.636 -0.56
H 1.7812 0.7030 1.9767 0.109 -0.798 -0.747 0.24
H 3.8633 -0.0156 0.1625 -0.948 0.009 -0.014 0.23
H 2.6945 -0.4490 -1.9174 -0.155 -0.451 -0.940 0.41
H -2.4054 -0.1869 2.0152 -0.610 0.075 -0.135 0.50
H -3.3449 0.8618 -1.5045 1.845 0.477 1.488 0.54
```
Forces are in eV/Å.

Summary:
SMILES string: OP(O)(=S)Oc1cc[nH]n1
Total charge: 0
M, u: 180.13
ΔE to the lowest compared entry with this formula, charge and spin, kcal per mole: 1.1
HOMO-LUMO gap, Ha: 0.3553

=====

| no. | DFT total energy (hartree) |
| --- | --- |
| 1 | -667.67204 |
| 2 | -5678.57086 |
| 3 | -1986.89698 |
| 4 | -1192.16283 |